The following is a DFT calculation (wB97M-V/def2-TZVPD) of one molecule with the formula C6H12N2O3 in a non-equilibrium geometry.

```
! wB97M-V def2-TZVPD RIJCOSX def2/J DEFGRID3
* xyz 0 1
C 0.698 2.365 0.598
C -1.995 -0.746 0.951
C -1.121 -1.790 -1.168
C 0.588 1.374 -0.566
C -1.213 -0.502 -0.342
C 0.184 0.017 -0.076
N 2.881 -0.362 -0.501
N 0.943 -0.717 0.656
O 0.755 -1.777 1.220
O 4.018 -0.041 -0.575
O 2.338 -0.227 0.762
H -0.221 2.371 1.179
H 1.519 2.095 1.258
H 0.874 3.368 0.216
H -1.503 -1.507 1.552
H -2.997 -1.088 0.711
H -2.070 0.169 1.535
H -0.650 -2.575 -0.584
H -2.115 -2.121 -1.451
H -0.538 -1.624 -2.070
H 1.537 1.341 -1.108
H -0.171 1.724 -1.266
H -1.741 0.255 -0.930
*
```

Output
SMILES: CC/C(C(C)C)=[N+](/[O-])ON=O
HOMO-LUMO gap, eV: 9.15
LUMO energy, eV: 0.0

=====

The following is a DFT calculation (wB97M-V/def2-TZVPD) of one molecule with the formula C6H12N2O4 in a non-equilibrium geometry.

```
! wB97M-V def2-TZVPD RIJCOSX def2/J DEFGRID3
* xyz 0 1
C -0.416 -1.344 -0.911
C 0.889 -0.548 -1.174
C 0.042 -2.434 0.040
C 0.353 1.371 0.314
C 0.166 0.500 1.422
C -0.942 2.125 -0.018
H -0.091 -2.335 -2.843
H -1.510 -2.767 -2.107
H -1.188 -0.663 -0.562
H 0.896 -2.954 -0.343
H 0.114 -2.110 1.085
H -0.769 -3.209 0.028
H 1.654 1.291 -1.577
H 0.991 2.197 0.684
H -1.633 1.531 -0.501
H -0.612 2.963 -0.522
H -2.013 1.799 1.566
H 0.648 0.040 3.017
N -0.912 -1.945 -2.251
N 0.962 0.773 -0.892
O 1.739 -1.100 -1.843
O -1.051 0.157 1.620
O -1.474 2.532 1.210
O 1.112 0.210 2.268
*
```

Output
SMILES: C[C@H](N)C(=O)N[C@@H](CO)C(=O)O
HOMO-LUMO gap, eV: 9.64
LUMO energy, eV: 0.3